(1)
C51H45Cl3N3NaP3SiTe | wB97M-V/def2-TZVPD

CARTESIAN COORDINATES (ANGSTROEM)
Te: 2.9733 3.3751 -0.0137
Cl: -5.0963 0.1826 4.3258
Cl: -4.1319 0.5190 1.1881
Cl: -5.3276 3.0117 2.7037
P: 1.9258 0.1621 -0.5679
P: -0.0220 2.2065 -0.9436
P: -1.7999 -2.6026 0.7829
Si: -3.8794 1.4426 3.1154
Na: -0.4563 0.0459 1.1656
N: -0.5994 0.5536 5.9092
N: -0.1490 0.2364 3.4898
N: 6.6448 4.5720 -3.0552
C: -2.1957 2.3219 -4.4925
C: 1.8765 0.1834 -3.4025
C: -0.3219 0.3937 4.6136
C: 1.5230 -2.5253 -3.6649
C: -4.7666 -3.5599 3.4785
C: 6.5920 5.0260 -1.7817
C: -4.0389 -3.5589 4.6636
C: -1.2810 2.7817 -5.4150
C: -2.7720 -2.8230 2.2748
C: 0.0553 1.6118 6.6778
C: -4.1410 -3.2478 2.2784
C: -3.6347 -3.8097 -1.0327
C: 4.1798 -0.5334 0.9597
C: -0.5410 2.5141 -2.6845
C: -1.3520 4.7537 1.8599
C: -1.0867 -4.2996 0.7035
C: -2.9083 -2.6675 -0.6572
C: -4.7126 -2.4968 -2.7507
C: 4.5888 0.1116 -1.3583
C: -1.9036 -0.0218 6.3068
C: 1.7820 -0.3823 -4.6725
C: -2.1015 -2.7305 3.5010
C: 5.5420 -0.6779 1.1319
C: -1.1867 -5.2936 1.6925
C: -0.4391 -6.4280 1.5651
C: -1.8580 2.1970 -3.1295
C: 0.4385 -5.7079 -0.5314
C: 4.6604 3.2994 -2.5168
C: -2.7121 -3.0988 4.6721
C: -0.5769 3.7982 1.2627
C: -0.0180 3.1101 -4.9833
C: 5.7391 3.6362 -3.3463
C: -3.0355 -1.5020 -1.3823
C: -1.8120 5.8779 -0.2047
C: 4.6178 3.7908 -1.2472
C: -3.9479 -1.3904 -2.4217
C: 1.7084 -0.5714 -2.2521
C: 3.7164 -0.1454 -0.2963
C: -1.9722 5.7990 1.1947
C: 5.9482 0.0183 -1.1686
C: 6.4129 -0.4910 0.0632
C: -1.1075 4.8720 -0.8416
C: 5.6492 4.6527 -0.8766
C: 1.7593 1.9034 -0.8435
C: 0.3562 -6.6884 0.4790
C: 1.7199 -1.7405 -4.8022
C: 0.3595 2.9431 -3.6493
C: 1.4882 -1.9167 -2.4175
C: -0.4840 3.8176 -0.1581
C: -0.2847 -4.5267 -0.4403
C: -4.5476 -3.6899 -2.0392
H: 3.8717 2.7147 -2.9695
H: -0.6943 2.2218 7.1865
H: 7.3169 5.8071 -1.5024
H: 0.6549 3.5186 -5.7356
H: -2.6503 0.0233 5.5279
H: 2.1352 1.1976 -3.2545
H: -2.2156 0.5071 7.1590
H: 1.7636 0.2640 -5.5232
H: -0.1000 3.0071 1.8651
H: 1.3350 3.1861 -3.3028
H: 0.7606 1.1014 7.4145
H: -1.5803 4.7102 2.9110
H: -2.6274 1.8184 -2.4817
H: 6.5500 0.2907 -2.0086
H: -4.1406 -0.4363 -2.9233
H: -1.7401 -1.0648 6.6319
H: -2.1464 -3.0575 5.6101
H: -4.6666 -3.3208 1.3355
H: 1.1867 -5.8837 -1.3547
H: 1.7225 -2.1769 -5.7716
H: -1.0231 -2.5042 3.4969
H: -0.2884 -3.8210 -1.2539
H: 3.5443 -0.6659 1.7973
H: -1.7422 -5.1333 2.5987
H: -5.3809 -2.4911 -3.5947
H: -0.5203 -7.2517 2.3057
H: -5.8247 -3.8888 3.4703
H: 1.2980 -2.5254 -1.5378
H: 1.0139 -7.5602 0.4070
H: -2.5571 6.5246 1.7321
H: -2.4250 -0.6386 -1.0837
H: -3.1888 2.0394 -4.7965
H: 5.7203 4.9935 0.1431
H: -1.5367 2.8335 -6.4852
H: 0.6369 2.2999 5.9993
H: -3.4721 -4.6990 -0.5014
H: 6.0253 -1.0813 2.0471
H: -4.5354 -3.8662 5.5483
H: 5.7803 3.1936 -4.3565
H: -2.2177 6.7332 -0.7293
H: -5.1374 -4.5339 -2.3692
H: 7.4890 -0.6693 0.2594
H: -1.0145 4.8878 -1.9209
H: 1.4174 -3.6093 -3.6951
H: 4.1478 0.4123 -2.3122

The value obtained for the max |F| is 2.7 eV Å⁻¹. The calculation puts the HOMO energy at -0.155 Ha. For the molar mass, the calculation gives 1077.90 g mol⁻¹. The calculation puts the HOMO-LUMO gap at 5.91 eV. As for the total energy: -143112.7795 eV. The calculation puts the energy above the lowest of the compared OMol25 structures with the same formula, charge and spin at 120.0 kJ/mol. Its net charge is -1.

(2)
C51H47N3O5Se2Tl | wB97M-V/def2-TZVPD

CARTESIAN COORDINATES (ANGSTROEM)
Tl: -0.1219 -0.2958 -0.3842
Se: -0.2370 -2.3013 2.4322
Se: 3.0548 -3.3553 1.2608
O: 1.9407 -0.4538 -0.5896
O: -0.1305 4.3677 -1.5679
O: -2.1345 -0.3754 0.2493
O: -0.3577 1.8511 -1.4217
O: -0.3149 -2.5801 -0.4133
N: -0.5153 -0.5378 -2.5817
N: -0.3868 0.5914 -3.3778
N: 0.2775 1.0234 1.5747
C: -4.4188 0.2200 4.4605
C: -4.0788 0.9801 0.1074
C: -0.6545 2.3427 3.3122
C: 0.1582 5.3559 -3.6753
C: -2.8543 0.5756 0.9602
C: -0.7683 1.6865 2.0931
C: 6.6530 -0.5687 0.1914
C: -4.4383 2.2880 -0.1932
C: -3.8882 0.7813 3.3061
C: -0.9700 -1.5733 -3.1775
C: 3.0622 1.7080 -0.4561
C: 1.4768 1.0504 2.1677
C: -0.3004 1.7126 -2.7095
C: -0.1354 2.9549 -3.5262
C: -2.0190 1.8384 1.2683
C: 2.9819 1.8848 -1.8368
C: -0.2189 -1.7376 4.3140
C: 2.6226 0.2363 1.6239
C: 2.8963 0.2776 0.0955
C: -2.2537 -5.0554 -3.1073
C: -2.0484 -5.4311 -1.7750
C: 2.4687 -4.6938 -0.0180
C: 0.1645 4.0243 -5.6802
C: -4.0767 -1.9669 3.5423
C: 2.1657 -4.0776 2.8315
C: 1.6629 1.7828 3.3363
C: 4.3611 -1.3981 -1.1197
C: -3.5520 -1.4007 2.3874
C: 6.7360 -1.5762 -0.7591
C: -4.5027 -1.1593 4.5886
C: 0.6422 -4.0227 2.8196
C: -0.9770 -3.2821 -1.2703
C: 0.5817 2.4069 3.9296
C: -5.5707 2.5601 -0.9578
C: 5.5824 -1.9896 -1.4140
C: -6.3583 1.5276 -1.4375
C: -0.0414 4.2126 -2.9006
C: 3.6099 4.0516 -0.2327
C: -3.4264 -0.0211 2.2640
C: 0.2644 5.2631 -5.0498
C: 4.2675 -0.3952 -0.1595
C: 5.4289 0.0172 0.4862
C: -1.2497 -2.8808 -2.6170
C: -1.8677 -3.7904 -3.4929
C: -4.8635 -0.0526 -0.4083
C: -5.9890 0.2124 -1.1679
C: -0.0388 2.8884 -4.9160
C: 3.2215 3.1239 -2.4093
C: 3.3788 2.8035 0.3389
C: -1.4450 -4.5700 -0.8885
C: 3.5360 4.2150 -1.6056
H: -0.1943 3.4481 -1.1993
H: -7.2442 1.7419 -2.0231
H: 3.7086 5.1884 -2.0498
H: -4.5654 -1.0770 -0.2188
H: 2.9360 -4.4306 -0.9650
H: 2.4100 -0.8180 1.8272
H: -2.7174 -5.7316 -3.8144
H: -1.7058 2.2251 0.2953
H: 3.4520 -1.7013 -1.6228
H: -5.8278 3.5892 -1.1802
H: 5.3926 0.8153 1.2208
H: -4.7694 0.8629 5.2593
H: 3.5198 0.5120 2.1763
H: 0.2299 6.3125 -3.1694
H: -1.3097 -4.8540 0.1491
H: -2.3661 -6.4115 -1.4351
H: 1.3879 -4.6535 -0.1390
H: -2.6423 2.5839 1.7551
H: -3.8393 3.1237 0.1459
H: 5.6366 -2.7769 -2.1572
H: 2.7198 1.0312 -2.4529
H: 3.4423 2.6993 1.4156
H: 3.1504 3.2447 -3.4848
H: 7.5478 -0.2310 0.7020
H: 2.7931 -5.6838 0.2961
H: -0.1256 1.9141 -5.3775
H: -1.5205 2.8224 3.7483
H: -0.5164 -0.6874 4.3349
H: -2.0525 -3.4610 -4.5115
H: 0.2571 -4.6966 2.0551
H: -4.1406 -3.0462 3.6244
H: 2.6513 1.8495 3.7734
H: 0.2453 3.9508 -6.7579
H: -4.9060 -1.5997 5.4933
H: -3.8491 1.8617 3.2189
H: -6.5817 -0.6084 -1.5556
H: -3.2174 -2.0189 1.5672
H: 2.5789 -3.5015 3.6586
H: 0.4202 6.1601 -5.6381
H: 0.7075 2.9561 4.8552
H: 2.4890 -5.1145 2.9331
H: 0.2564 -4.3331 3.7911
H: -0.9351 -2.3168 4.8953
H: -1.2129 -1.4433 -4.2324
H: 7.6926 -2.0333 -0.9847
H: 3.8410 4.8999 0.4011
H: 0.7820 -1.8365 4.7331

The value obtained for the max |F| is 0.8 eV Å⁻¹. The calculation puts the HOMO energy at -0.174 Ha. For the molar mass, the calculation gives 1144.26 g mol⁻¹. The calculation puts the HOMO-LUMO gap at 6.91 eV. As for the total energy: -203746.0615 eV. Its net charge is -1.